The following is a quantum chemistry calculation of one molecule with the formula C5H10ClNS, from OMol25.

Element x y z (Å)
N: -1.357 1.793 -1.049
C: -1.105 0.812 0.016
C: 0.236 1.010 0.791
C: 0.500 -0.457 0.631
C: 1.944 -1.044 0.444
Cl: 2.827 -0.263 -0.921
C: -0.560 -0.539 -0.478
S: -1.619 -1.983 -0.449
H: -2.157 1.527 -1.544
H: -1.582 2.665 -0.604
H: -2.010 0.714 0.698
H: 0.315 1.475 1.773
H: 0.870 1.573 0.074
H: 0.094 -1.065 1.475
H: 2.621 -0.923 1.323
H: 1.818 -2.087 0.196
H: -0.147 -0.375 -1.471
H: -0.691 -2.833 -0.904

The LUMO energy is 0.8 eV. As for the largest force on an atom: 0.0479 hartree/bohr. As for the SMILES: N[C@@H]1C[C@H](CCl)[C@H]1S. Its calculated total energy is -30194.3082 eV. As for the HOMO-LUMO gap: 9.92 eV.

Here are the Mulliken charges for atoms 1 to 2, given in e: N -0.76; C 0.31

***

The following is a quantum chemistry calculation of C13H16N2PScSe as an isolated structure, from OMol25.

Element x y z (Å)
C: -0.359 -0.990 -1.861
C: -0.774 0.090 -2.582
C: -0.460 1.450 -2.259
C: 0.659 1.809 -1.431
C: 1.309 0.898 -0.637
Sc: -0.695 0.351 -0.242
P: 0.595 -1.773 0.573
H: -0.538 -2.036 -2.110
H: -1.458 -0.023 -3.433
H: -1.063 2.238 -2.712
H: 2.289 1.006 -0.176
H: 0.879 2.886 -1.432
H: 1.865 -1.790 1.226
H: 0.795 -2.949 -0.182
H: -0.208 -2.389 1.582
C: -3.309 0.514 4.607
N: -1.918 0.541 4.208
C: -1.453 0.699 2.938
Se: -2.579 1.027 1.471
N: -0.087 0.539 3.034
C: 0.287 0.234 4.355
C: 1.476 -0.240 4.906
C: 1.450 -0.658 6.247
C: 0.255 -0.615 6.992
C: -0.942 -0.154 6.422
C: -0.874 0.275 5.097
H: -3.472 1.247 5.402
H: -3.589 -0.484 4.965
H: -3.907 0.767 3.732
H: 0.562 0.540 2.246
H: 2.367 -0.276 4.284
H: 2.350 -1.035 6.739
H: 0.274 -0.951 8.031
H: -1.891 -0.117 6.963

The LUMO energy is -0.2 eV. As for the largest force on an atom: 0.0562 hartree/bohr. Its calculated total energy is -112052.2620 eV. As for the HOMO-LUMO gap: 5.85 eV.

Here are the Mulliken charges for atoms 1 to 2, given in e: C -0.29; C -0.32

***

The following is a quantum chemistry calculation of C3H8CaFNO4S as an isolated structure, from OMol25.

Element x y z (Å)
C: 1.355 1.436 0.233
C: 1.720 -0.058 0.429
O: 2.243 -0.674 -0.829
C: 0.425 -0.939 0.839
O: -0.429 -0.986 -0.365
N: -1.785 -1.101 -0.065
S: -2.542 0.448 -0.154
O: -2.486 0.943 -1.484
O: -1.989 1.327 0.802
F: -3.988 0.100 0.275
H: 0.969 1.623 -0.790
H: 2.232 2.071 0.426
H: 0.592 1.695 0.983
H: 2.506 -0.108 1.196
H: 1.948 -0.135 -1.608
H: 0.829 -1.934 1.113
H: -0.106 -0.530 1.709
H: -2.191 -1.636 -0.842
Ca: 0.696 -1.542 -1.868

The LUMO energy is -9.6 eV. As for the largest force on an atom: 0.1122 hartree/bohr. Its total charge is +2. Its calculated total energy is -44891.2795 eV. As for the HOMO-LUMO gap: 9.31 eV.

Here are the Mulliken charges for atoms 1 to 2, given in e: C -0.91; C 0.16

***

The following is a quantum chemistry calculation of C7H15CoNO5 as an isolated structure, from OMol25.

Element x y z (Å)
Co: -1.453 -0.472 0.223
O: -2.766 1.154 0.198
C: -2.991 1.488 -1.137
C: -2.623 0.415 -2.194
O: -1.616 -0.482 -1.862
H: -2.461 2.423 -1.445
H: -4.066 1.756 -1.192
H: -2.439 0.903 -3.175
H: -3.558 -0.156 -2.408
O: -0.945 0.079 2.242
C: -1.028 -1.096 2.966
C: -1.790 -2.285 2.297
O: -1.735 -2.409 0.915
H: -1.542 -0.953 3.944
H: -0.011 -1.450 3.245
H: -2.856 -2.273 2.594
H: -1.342 -3.156 2.832
C: 1.525 0.404 -0.078
O: 0.859 -0.591 -0.119
N: 2.735 0.555 -0.668
C: 3.476 1.783 -0.629
C: 3.450 -0.588 -1.180
H: 1.226 1.317 0.462
H: 3.552 2.241 -1.623
H: 4.489 1.595 -0.253
H: 2.998 2.507 0.033
H: 4.270 -0.939 -0.543
H: 2.750 -1.414 -1.290
H: 3.896 -0.355 -2.152

As for the spin multiplicity: 4. The LUMO energy (spin up / spin down) is 4.8 / 4.8 eV. As for the largest force on an atom: 0.0307 hartree/bohr. Its total charge is -2. Its calculated total energy is -56853.4201 eV. As for the HOMO-LUMO gap (spin up / spin down): 4.47 / 4.31 eV.

Here are the Mulliken charges for atoms 1 to 2, given in e: Co 0.64; O -0.77

***

> Number 3 is which compound?

C3H8CaFNO4S

***

> What is the calculated total energy in the third record?

-44891.2795 eV

***

> The lowest calculated total energy belongs to which entry?

C13H16N2PScSe